(1)
Entry from the OMol25 dataset: C28H44BrFeNOP2 as an isolated structure at a distorted geometry (ωB97M-V/def2-TZVPD).

XYZ file:
```
78
Properties=species:S:1:pos:R:3:forces:R:3:mulliken_spin:R:1
C 3.17202 5.05927 -0.75260 0.26 -0.14 -0.27 0.0064
C 1.99633 4.55418 -1.31784 0.76 0.60 -0.52 -0.0022
C 2.00167 4.15473 -2.66695 0.20 0.14 0.03 0.0052
C 3.18173 4.32607 -3.39635 -0.44 -0.08 0.58 -0.0026
N 4.28470 4.83380 -2.85183 0.43 -0.12 -0.23 0.0058
C 4.30512 5.16609 -1.56611 -0.59 -0.09 0.22 -0.0026
C 0.82643 4.46916 -0.52562 -1.98 -1.67 0.76 0.0236
C -0.17307 4.06248 0.05766 1.92 2.34 -0.88 -0.0066
C -1.16704 3.45084 0.82268 0.11 -1.03 -0.34 0.0198
C -0.67185 2.73434 1.94294 -0.71 0.09 -0.25 0.0254
C -1.41430 1.61746 2.33231 -0.41 1.08 0.60 -0.0112
C -2.45183 1.25785 1.45993 -0.94 1.61 0.46 -0.5370
C -3.10783 2.02337 0.50481 -0.01 1.26 0.57 0.0124
C -2.46624 3.25646 0.25945 0.12 -1.00 0.20 -0.0446
Fe -1.92562 -0.46450 1.40434 1.32 -3.13 -0.39 3.5229
P 0.66319 -0.55272 0.41437 1.76 -0.32 -0.33 0.0952
H 1.11459 3.72944 -3.13204 0.14 0.18 0.11 0.0003
H 3.20038 5.34282 0.29421 0.01 0.06 -0.15 0.0003
H 3.23145 4.03110 -4.44580 0.02 0.15 0.25 0.0000
H 5.24660 5.53136 -1.15413 -0.22 -0.03 -0.19 -0.0001
H -2.85838 4.01376 -0.42193 0.16 -0.46 -0.03 -0.0018
H 0.23975 3.11259 2.44300 -0.73 -0.45 -0.22 -0.0009
H -4.07973 1.72691 0.08526 0.64 0.17 0.01 -0.0010
H -1.37398 1.27925 3.37671 0.24 -0.46 -0.82 -0.0252
C 1.47786 -2.22674 0.58156 -0.71 0.06 0.34 0.0289
C 2.81621 -2.49398 -0.10899 0.22 -0.14 -0.08 0.0051
H 0.72760 -2.95241 0.22702 0.22 0.09 0.25 0.0022
H 1.56153 -2.36918 1.67013 -0.09 -0.06 -0.25 -0.0017
H 3.12739 -3.52555 0.10229 -0.19 0.18 -0.05 0.0011
H 2.75026 -2.39750 -1.19997 0.04 0.02 0.25 -0.0003
H 3.61963 -1.85422 0.27184 -0.31 -0.22 -0.34 -0.0003
C 1.08460 -0.00651 -1.32392 -0.95 -0.09 0.14 0.0324
C 2.50572 0.46052 -1.63723 0.35 0.10 -0.17 0.0037
H 0.37756 0.82053 -1.49891 0.16 -0.14 -0.24 0.0048
H 0.80210 -0.83157 -1.99366 0.04 0.31 0.15 -0.0104
H 2.57863 0.67684 -2.71156 -0.12 -0.05 0.21 0.0001
H 2.75875 1.39865 -1.12247 -0.06 -0.35 -0.08 -0.0005
H 3.26745 -0.30353 -1.42258 -0.36 0.41 -0.05 0.0005
C 1.77991 0.57460 1.38030 -0.83 0.26 0.45 0.0203
C 3.26532 0.25136 1.47651 0.37 0.07 0.02 0.0105
H 1.34201 0.56312 2.38974 0.22 0.16 -0.27 0.0104
H 1.63318 1.58081 0.95230 -0.03 -0.25 0.13 0.0018
H 3.73622 0.98890 2.13689 -0.12 -0.11 -0.05 0.0024
H 3.44624 -0.73522 1.91522 -0.05 0.27 -0.05 -0.0005
H 3.77826 0.32917 0.51082 -0.14 -0.14 0.42 -0.0005
Br -3.41600 -2.10699 2.17111 0.53 1.20 0.16 0.1133
P -1.98892 -2.10376 -1.18017 -1.20 -0.68 -1.64 0.4062
C -0.79086 -2.80486 -2.39573 0.96 0.52 0.35 0.0576
C -1.18864 -4.07565 -3.13423 -0.27 -0.29 -0.16 0.0239
H 0.13507 -2.98044 -1.82942 -0.07 -0.03 -0.28 0.0002
H -0.56849 -2.01118 -3.11988 -0.02 -0.05 0.20 0.0000
H -0.37171 -4.35939 -3.80949 -0.15 0.12 0.17 0.0058
H -1.35793 -4.91700 -2.45509 0.10 0.16 -0.28 -0.0009
H -2.08353 -3.92623 -3.74863 0.12 -0.07 0.16 -0.0022
C -3.06650 -3.55456 -0.80170 0.45 0.02 1.64 0.0908
C -4.46032 -3.55636 -1.37730 -0.51 -0.14 -0.44 0.0227
H -3.15855 -3.52757 0.29943 0.11 -0.21 -0.74 0.0119
H -2.52441 -4.48390 -1.02011 -0.07 0.46 -0.06 0.0014
H -5.06319 -4.26201 -0.79622 0.03 0.18 -0.09 0.0032
H -4.94207 -2.57441 -1.33034 0.00 -0.22 0.02 0.0016
H -4.46732 -3.91249 -2.41000 -0.06 0.16 0.05 -0.0005
C -2.94533 -0.82885 -2.15161 0.22 0.45 0.81 0.0469
C -3.36349 -1.15732 -3.57927 -0.13 -0.29 -0.36 0.0295
H -2.30485 0.06979 -2.16239 -0.11 -0.23 0.09 -0.0092
H -3.82632 -0.56691 -1.54490 0.22 -0.10 -0.08 -0.0048
H -3.92453 -0.30298 -3.98148 0.15 -0.19 0.13 0.0046
H -2.50834 -1.31838 -4.24497 -0.13 -0.01 0.18 -0.0002
H -4.02168 -2.03112 -3.63319 0.19 0.19 0.01 -0.0030
C 0.05987 0.68166 5.15578 0.26 0.47 -0.32 -0.0064
C 0.29083 -0.75460 4.82878 0.24 -1.04 -0.42 0.0043
C 0.30323 -1.64298 6.04319 -0.20 -0.05 0.01 0.0009
O 0.45304 -1.18703 3.68360 -0.49 0.72 0.98 0.0089
H 0.50962 0.94018 6.11157 -0.10 0.02 0.03 0.0001
H -1.01394 0.85877 5.21949 -0.13 -0.05 0.34 -0.0006
H 0.46128 1.33207 4.38851 0.15 0.15 -0.16 0.0026
H -0.35662 -2.49783 5.90068 0.09 -0.08 -0.09 -0.0001
H 1.31493 -2.01661 6.21845 -0.02 0.01 -0.05 0.0000
H -0.02487 -1.08519 6.92378 0.10 -0.19 -0.09 0.0002
```
Forces are in eV/Å.

Values from the calculation:
Net charge   +2
Multiplicity   5
Orbital gap (spin up / spin down)   5.6 / 5.0 eV

=====

(2)
Entry from the OMol25 dataset: C8H14Cl4MgO4 as an isolated structure at a distorted geometry (ωB97M-V/def2-TZVPD).

XYZ file:
```
31
Properties=species:S:1:pos:R:3:forces:R:3:nbo_charge:R:1
Mg 16.76153 0.71004 -7.96305 1.45 0.40 -0.29 1.5198
C 18.26181 -1.95805 -12.50263 -0.45 -0.32 -0.07 -0.7081
C 18.03473 -1.24340 -11.16889 -1.27 1.36 3.79 0.7428
O 17.84448 0.01376 -11.10249 0.04 0.24 -1.33 -0.7395
O 17.93484 -1.86867 -10.05009 0.26 -0.86 -1.46 -0.7425
H 19.31618 -2.14926 -12.70225 -0.03 0.20 0.14 0.2382
H 17.80320 -1.44304 -13.34676 0.33 0.55 0.25 0.2294
H 17.74542 -2.91790 -12.51327 0.19 -0.13 0.50 0.2304
C 18.00686 4.29577 -3.83651 -0.77 0.68 -0.08 -0.7032
C 17.62885 3.41374 -5.02143 -0.78 -1.95 -2.38 0.7325
O 16.65133 3.46538 -5.78542 -3.89 3.21 -0.11 -0.7589
O 18.33058 2.44610 -5.33380 4.41 -2.45 1.55 -0.7378
H 17.90958 3.71194 -2.92121 0.67 -0.20 -0.14 0.2334
H 17.34746 5.14374 -3.65148 -0.42 -0.13 -0.56 0.2232
H 18.97568 4.76617 -4.00447 0.22 -0.64 0.22 0.2363
Cl 15.59440 -1.89101 -4.00886 -0.51 -0.01 -0.74 -0.0749
C 15.93298 -2.11279 -2.29042 0.01 0.04 0.27 -0.3804
C 17.41530 -2.23585 -2.20253 0.84 -0.13 -0.14 -0.3968
Cl 17.96819 -2.34372 -0.53507 0.03 -0.03 0.78 -0.0507
H 15.51370 -3.06540 -1.96661 -0.43 0.37 0.06 0.2249
H 15.53725 -1.23995 -1.77115 -0.01 -0.31 0.12 0.2296
H 17.94367 -1.38784 -2.63822 -0.15 -0.19 -0.17 0.2299
H 17.69667 -3.18204 -2.66477 0.22 0.30 -0.23 0.2204
Cl 9.64928 -0.76912 -13.12828 0.31 0.23 0.21 -0.0378
C 10.72748 -0.93870 -11.72198 0.59 -0.69 0.71 -0.4123
C 11.03539 0.39953 -10.99245 -0.38 -0.47 -0.71 -0.3733
Cl 12.42540 0.21829 -9.88615 -0.08 -0.25 0.22 -0.0841
H 11.62015 -1.51762 -11.95886 0.50 0.92 -0.90 0.2287
H 10.31770 -1.74664 -11.11582 -0.84 0.76 0.67 0.2257
H 10.17641 0.76258 -10.42814 0.13 -0.18 0.06 0.2257
H 11.34608 1.19420 -11.67074 -0.19 -0.32 -0.23 0.2292
```
Forces are in eV/Å.

Values from the calculation:
Relative energy (zero: lowest compared OMol25 entry of this formula, charge and spin)   9.577 eV
Net charge   0
Orbital gap   3.6 eV

=====

(3)
Entry from the OMol25 dataset: a 2-piece molecular cluster, C2H9N4O overall at a distorted geometry (ωB97M-V/def2-TZVPD).

XYZ file:
```
16
Properties=species:S:1:pos:R:3:forces:R:3:nbo_charge:R:1
C -0.37587 -1.34096 1.45226 -1.44 -1.98 -1.62 -0.4208
C 0.48854 -0.44679 -0.77565 -1.26 -0.31 3.61 0.3831
N -2.49852 0.84650 0.51406 1.55 1.16 -1.57 -0.0626
N 2.07275 1.27659 -0.93104 3.02 0.22 0.53 -0.6582
N 1.20281 0.38692 -1.46916 0.34 -1.23 -1.25 -0.3474
N 0.43639 -0.52591 0.56443 0.76 1.31 -1.44 -0.5135
O -2.92373 1.33299 -0.51576 -0.21 -1.28 2.11 -0.2077
H -1.06540 -0.74385 2.02936 0.35 0.39 0.43 0.2292
H -1.08144 -2.08633 0.91723 1.46 1.16 0.39 0.2261
H 0.34110 -1.91688 2.01998 -0.28 -0.14 0.58 0.2362
H -0.26066 -1.02488 -1.27593 0.08 -0.51 -0.58 0.2301
H 2.99645 1.48362 -1.43676 -2.02 -1.17 0.65 0.4112
H 1.58492 2.11155 -0.88123 -0.82 2.28 0.36 0.3758
H 1.23880 0.20623 -2.44607 -0.23 0.09 -0.93 0.4102
H 0.99773 0.12669 1.11672 0.13 -0.14 -0.72 0.4317
H -3.15386 0.31451 1.11757 -1.43 0.13 -0.56 0.2766
```
Forces are in eV/Å.

Values from the calculation:
Relative energy (zero: lowest compared OMol25 entry of this formula, charge and spin)   5.935 eV
Net charge   +1
Orbital gap   9.1 eV

=====

(4)
Entry from the OMol25 dataset: an isolated molecule of C5H8O2P2 at a distorted geometry (ωB97M-V/def2-TZVPD).

XYZ file:
```
17
Properties=species:S:1:pos:R:3:forces:R:3:nbo_charge:R:1
C 1.66744 0.61404 -1.01126 -1.44 -0.19 0.62 -0.1646
C 0.51279 1.23310 -1.26144 0.76 2.90 -1.05 -0.5977
C -2.69255 -1.00045 0.62925 -1.38 -0.30 -0.37 -0.8727
C 0.80275 0.12762 1.25199 -3.12 1.44 -1.48 -0.6139
C 1.59792 -0.39125 0.12883 0.64 -0.45 -1.41 -0.0010
O -1.70844 2.01283 0.43948 0.39 0.24 -0.28 -1.0493
O 0.77850 -1.48767 -0.37330 0.60 -0.28 4.36 -0.7238
P -1.65345 -0.91772 -0.65727 -1.22 0.03 0.19 0.4312
P -0.78341 0.97147 -0.05810 1.84 -1.83 2.11 1.4999
H 2.48774 0.66384 -1.68026 0.87 0.15 -0.31 0.2183
H 0.50195 2.10409 -2.00145 -0.33 -1.59 0.76 0.2557
H -3.51671 -1.72488 0.53137 0.69 -0.15 0.20 0.2226
H -2.86474 -0.35435 1.49117 0.53 0.14 -0.32 0.2338
H 0.34545 -0.66928 1.89286 0.71 1.22 -0.18 0.2528
H 1.08746 1.13475 1.55051 0.34 -0.52 0.99 0.2366
H 2.62867 -0.69770 0.39349 -0.55 -0.44 -0.05 0.1915
H 0.80864 -1.61846 -1.26585 0.67 -0.36 -3.79 0.4804
```
Forces are in eV/Å.

Values from the calculation:
Relative energy (zero: lowest compared OMol25 entry of this formula, charge and spin)   0.228 eV
Net charge   0
SMILES   C=P[P@]1(=O)C=C[C@H](O)C1
Orbital gap   8.7 eV